14 unconnected molecules or ions with the total composition C64H167N11O21 in a non-equilibrium geometry, computed with wB97M-V/def2-TZVPD.

XYZ file:
```
263
C64H167N11O21, DFT wB97M-V/def2-TZVPD
O 2.49263 -1.00114 -0.56780
O -0.73287 0.27298 8.76332
O 1.89089 -1.59772 -7.22101
O -0.21505 -1.82009 4.03729
O 6.21066 0.29143 2.65770
O -3.56053 -7.54576 0.85634
O 2.32500 2.09003 1.58251
O -2.06781 -2.01062 -1.24220
O -5.07251 1.43000 1.92623
O 3.90825 4.52424 -3.01028
O 2.90348 4.61322 4.92635
O 2.77058 3.51685 8.94707
O 5.26772 2.33531 -4.08881
O -2.21132 -4.22965 1.82286
O 9.63453 2.73231 -4.32935
O -5.75708 -0.57678 -1.89761
O -1.98740 1.82004 -3.76240
O -1.43157 4.73506 2.54521
O -2.24706 -2.28524 -6.33025
O 1.50146 -5.42153 -6.56322
O -8.07398 7.02510 0.32907
N -3.27474 -0.57731 -3.31066
N 2.33832 -0.88882 -4.26253
N -6.35609 4.58969 0.67673
N -0.20087 0.62604 0.41386
N -1.37745 -5.83411 -4.23674
N 8.83662 0.59925 0.15579
N -1.77277 -0.18422 5.97993
N 7.61133 2.13316 -2.05628
N 2.58486 2.11898 6.24084
N -4.72875 -2.79352 0.80756
N -5.30971 -9.56564 2.15881
C 2.35551 2.16979 8.64611
C 0.99228 2.53282 1.41169
C -6.29276 -7.30568 2.07703
C 6.17934 2.33918 -1.77331
C -2.00875 5.05657 3.77580
C 2.55309 4.09236 -2.93625
C 1.65056 -5.35618 -7.95779
C -1.49797 -1.25598 3.79657
C -1.17860 -4.65935 2.70636
C 0.19217 -5.90257 -6.19807
C 3.59607 3.71701 10.09959
C 10.82572 2.41015 -5.06866
C -1.01046 -2.53126 -7.06270
C 0.07593 2.05865 0.25769
C 2.76335 -1.52295 -1.89054
C 2.79531 -2.18550 -6.28486
C 5.41144 1.10315 3.52298
C 9.68419 3.05586 -2.93839
C -9.37795 6.61471 0.18264
C -1.81575 0.05423 4.53426
C -5.45012 -2.40995 -0.38002
C 0.82725 -1.09019 3.37910
C 1.75237 5.13167 -2.15520
C 3.94957 4.14137 4.05173
C -5.33182 -0.87017 -0.55998
C 3.17357 2.08042 0.39907
C -0.69294 0.03708 10.16767
C 1.62242 2.15075 7.32643
C -5.78110 2.68893 2.11613
C 2.41464 -1.45467 -8.51589
C 7.91863 -0.02446 1.05847
C -1.08545 -1.46902 -0.36491
C -6.97259 5.04750 -0.62643
C -6.32158 3.11763 0.77539
C -2.23820 6.54666 3.93947
C 4.36856 1.82302 -5.05401
C -4.68639 -8.04629 0.18684
C -2.11377 -1.30532 -5.30750
C -4.53654 -0.41522 -5.37189
C -2.57711 -7.09730 -0.06503
C -2.25303 2.72131 -2.67194
C -0.00174 -5.58534 -4.74489
C 2.21556 -2.20384 -4.87558
C -3.47041 -1.23894 -4.56194
C -5.74884 -8.48184 1.25912
C -3.73379 1.49704 1.50310
C -1.97860 1.01955 6.79663
C 5.31867 1.59591 -2.83160
C 1.84700 -0.77866 -2.88726
C -4.66632 -4.24784 1.09853
C -1.04934 0.05872 -0.58288
C 3.47874 -1.37866 0.38082
C 8.28287 3.37805 -2.40003
C -7.13217 6.60255 -0.65849
C -3.61573 3.26827 -2.53156
C -3.53067 -4.55955 2.26333
C 1.84558 2.42229 4.99005
C 1.66298 3.94478 4.69777
C 0.98202 -6.25498 -3.70893
C 8.82836 -0.88298 1.90896
C -1.91503 -3.45643 -1.57560
C 7.11687 1.02811 1.87116
C -7.14666 -0.26649 -1.85019
C -2.03119 0.65529 8.30252
H -3.48340 -5.61752 2.52132
H 3.72354 -1.61456 -6.26239
H 1.69871 1.92522 9.48092
H -3.74947 3.72723 -1.55198
H -0.56724 -1.61031 -7.44153
H -2.82266 0.41477 4.32397
H 2.29406 4.02370 -3.99281
H -1.55642 -0.59351 10.37948
H -3.73745 -2.71320 0.63151
H 4.73620 0.87909 -5.45642
H -3.82818 -2.25846 -4.41810
H 3.56908 3.78899 3.09300
H -4.61883 -0.77746 -6.39664
H 3.21784 2.89527 6.37045
H 2.77298 1.50925 -0.43842
H -2.28058 -7.89845 -0.74203
H 3.18343 3.24295 10.99015
H -1.31645 7.03377 3.62137
H -1.43345 4.66303 4.61380
H 3.23540 -0.74442 -8.41584
H -1.84974 -0.31024 -5.66556
H 10.58442 1.85228 -5.97347
H -0.25287 -3.01199 -6.44379
H 8.33077 -1.27288 2.79692
H 6.03385 1.89180 -0.79006
H 4.60192 3.41534 4.53695
H -6.48690 -8.97958 0.63012
H 4.40357 -0.84176 0.16975
H -5.11694 3.42878 2.56288
H -2.32977 -1.89524 4.09247
H -7.98705 4.66860 -0.75048
H -2.20037 2.11624 -1.76684
H 0.98884 3.03274 7.23282
H -1.43883 -4.34407 3.71680
H 1.45694 -6.33865 -8.38833
H 2.00644 -6.14570 -4.06490
H 7.75929 4.03468 -3.09489
H 4.75138 0.43720 4.07879
H 0.47596 2.36326 2.35656
H -3.93122 -4.05796 3.14427
H -5.63445 -4.63711 1.41364
H -9.94784 7.32434 0.78244
H 3.32204 1.73129 -4.76332
H -2.98802 2.13394 1.97880
H 2.38771 3.05351 -2.65066
H 4.44231 5.10083 3.89444
H 0.07160 -6.97050 -6.37998
H -6.64975 -6.45620 1.49476
H 1.14558 -2.38140 -4.98388
H -4.17768 -0.54633 -2.85917
H -4.43820 -4.86357 0.22851
H 0.83535 -7.33441 -3.67143
H -2.41981 6.81531 4.98012
H 5.68283 0.58674 -3.02411
H 0.48247 2.13457 -0.75082
H -2.77652 -3.77555 -2.16219
H -6.49499 -2.71663 -0.33191
H 11.57721 1.85483 -4.50743
H -2.96325 4.53030 3.78301
H -4.97433 -2.79158 -1.28339
H 6.52459 1.61614 1.17006
H 5.95503 3.40537 -1.74143
H -7.34165 2.73495 0.74184
H 11.35454 3.32385 -5.33995
H 2.74542 -3.01555 -4.37713
H 3.17397 -1.01795 1.36322
H -5.48871 -6.82713 2.63612
H 4.42506 3.82669 -3.42010
H -1.18913 -1.84068 0.65452
H -9.74364 6.52294 -0.84009
H -1.87649 -3.95827 -0.60875
H -1.14062 1.69912 6.64149
H -1.03199 -0.83356 6.20284
H 1.98945 0.27930 -2.66695
H 0.88407 4.40359 5.30676
H 4.57975 3.26695 9.96563
H -6.45512 4.67698 -1.51134
H -7.47948 6.89258 -1.65013
H -1.16578 0.86192 4.19770
H 0.89301 -0.08825 3.80324
H -4.30400 2.42355 -2.50275
H -3.84604 3.99045 -3.31483
H 3.20696 1.49148 8.70116
H -2.05287 0.47354 -0.48829
H -0.71071 0.97058 10.73012
H -7.48512 0.12277 -2.81041
H 4.07904 1.52175 0.63595
H -3.39838 0.46083 1.45977
H -2.39427 0.99336 -3.49289
H 8.42136 3.95580 -1.48618
H -3.18780 -6.39663 -0.63444
H -1.13355 -5.74277 2.59557
H -9.50665 5.66243 0.69713
H -4.47010 -9.17644 2.56337
H 1.77789 -1.54196 3.66245
H 1.08477 -4.58890 -8.48625
H 6.03468 1.69624 4.19224
H -1.28230 -3.19732 -7.88158
H 2.60665 -2.60155 -1.90374
H 2.40664 2.01688 4.14805
H -1.38011 -6.81261 -3.98653
H -2.69586 -0.20506 8.38074
H -2.66331 -1.15036 -2.74685
H -1.04708 -3.61256 -2.21622
H -5.10002 -7.22095 -0.39266
H -7.73990 -1.14436 -1.59424
H 4.29753 1.43062 -2.48797
H 1.67665 -1.09973 -9.23526
H -2.09952 4.86698 1.86841
H 0.80724 -1.10039 -2.82820
H 2.86356 -2.35339 -8.93884
H -4.51637 -8.90211 -0.46643
H -5.48417 -0.55083 -4.85065
H 0.89897 1.89438 4.87450
H 0.69340 0.15750 0.44291
H 0.17706 -0.56691 10.42534
H -6.58839 2.48694 2.82012
H 4.85598 1.77279 2.86635
H 9.53779 1.16932 0.60688
H 7.64617 1.66048 -2.94817
H 7.70013 1.74484 2.44927
H -3.77261 1.87721 0.48229
H 10.18227 2.27755 -2.36023
H 8.44902 1.23776 -0.52406
H 0.71269 4.82533 -2.03973
H 9.63793 -0.27478 2.31243
H 4.32423 2.58438 -5.83277
H -0.54380 0.21912 -1.53514
H -0.23291 -4.18484 2.44440
H 3.75066 4.78810 10.22982
H 1.85683 -0.26790 -4.89712
H 3.45138 3.08470 0.07916
H 0.80348 -1.09150 2.28936
H -1.94259 -5.76960 -5.07134
H 7.25489 -0.73522 0.56618
H -5.03755 -10.30017 1.52122
H -5.94681 -0.36261 0.18317
H 0.88911 -5.99535 -2.65439
H 10.32393 3.93059 -2.82150
H -6.13011 7.02912 -0.61383
H -2.93487 1.51994 6.64411
H -0.83901 2.64210 0.36047
H 3.81085 -1.33859 -2.12897
H 2.69590 -5.17141 -8.20519
H -0.60711 -5.44152 -6.77831
H -4.32607 -0.45442 -0.49900
H 0.19968 -4.52487 -4.59352
H 2.96141 -3.22330 -6.57379
H 2.16595 5.12625 -1.14673
H -1.47657 -1.66344 -4.49890
H -2.43526 1.50116 8.85868
H -3.02743 6.86068 3.25637
H -7.40727 0.56416 -1.19431
H -5.66211 2.81188 -0.03683
H 1.97028 6.13749 -2.51430
H 1.31202 4.06286 3.67259
H 1.07518 3.60471 1.23196
H 0.98202 1.26870 7.32614
H 9.18665 -1.76788 1.38296
H -4.37266 0.65733 -5.26752
H -6.99738 4.91939 1.38395
H -7.10461 -7.57595 2.75226
H -0.08979 -1.82708 -0.62675
H -1.68102 -6.66594 0.38113
H -1.45371 3.45564 -2.57220
H -1.59681 -0.98172 2.74627
H 3.66842 -2.45161 0.41068
```

## Properties
orbital gap = 8.763 eV
energy = -128449.6761 eV